## one
Formula: C2H7NO2S
Source: OMol25
Level of theory: wB97M-V/def2-TZVPD

Properties
net charge = 0
Kohn-Sham gap = 9.05 eV
structure (SMILES) = CNSC(O)O
HOMO energy = -8.451 eV

Each line ends with the natural charge from an NBO analysis.
Element x y z (Å)
C -0.568 -0.410 -2.188  -0.40
N 0.438 0.029 -1.300  -0.80
S 0.015 1.000 -0.007  0.31
C 0.579 0.042 1.532  0.25
O 0.845 0.999 2.509  -0.70
O -0.460 -0.760 1.978  -0.69
H -0.976 -1.359 -2.079  0.18
H -1.508 0.282 -2.166  0.18
H -0.155 -0.334 -3.201  0.19
H 1.335 0.196 -1.694  0.38
H 1.493 -0.560 1.313  0.18
H 0.062 0.960 3.064  0.46
H -1.100 -0.087 2.239  0.45

***

## two
Formula: C2H7NO2S
Source: OMol25
Level of theory: wB97M-V/def2-TZVPD

Properties
net charge = 0
Kohn-Sham gap = 9.63 eV
HOMO energy = -9.120 eV

Each line ends with the natural charge from an NBO analysis.
Element x y z (Å)
C -1.614 -0.326 -0.856  -0.40
C 0.417 0.467 0.202  -0.41
N -0.198 -0.038 -1.027  -0.64
O 2.086 -1.153 -0.337  -0.95
O 2.881 0.904 0.975  -0.94
S 2.237 0.511 -0.258  1.48
H -1.993 -0.441 -1.837  0.20
H -1.867 -1.208 -0.226  0.17
H -1.931 0.543 -0.392  0.19
H -0.072 1.380 0.477  0.21
H 0.495 -0.145 1.184  0.20
H 0.387 -0.819 -1.406  0.38
H 2.841 -1.728 -0.575  0.51

***

one is preferred energetically. Next in line: 31.6 kJ/mol higher.

***

## one
Formula: CH3FINS
Source: OMol25
Level of theory: wB97M-V/def2-TZVPD

Properties
net charge = 0
Kohn-Sham gap = 8.70 eV
HOMO energy = -9.529 eV

Each line ends with the natural charge from an NBO analysis.
Element x y z (Å)
C 1.146 0.360 0.090  -0.42
N 0.118 -0.441 0.683  -0.77
F -1.525 -1.743 -1.031  -0.56
S -1.240 -0.949 0.494  1.32
I -2.668 1.053 -0.087  -0.21
H 1.557 1.080 0.800  0.22
H 0.690 0.881 -0.843  0.21
H 1.921 -0.241 -0.106  0.21

***

## two
Formula: CH3FINS
Source: OMol25
Level of theory: wB97M-V/def2-TZVPD

Properties
net charge = 0
Kohn-Sham gap = 9.28 eV
structure (SMILES) = C=NSF.I
HOMO energy = -9.115 eV

Each line ends with the natural charge from an NBO analysis.
Element x y z (Å)
C -1.882 -0.915 0.459  -0.10
N -0.970 -0.043 0.602  -0.62
S -0.345 1.314 0.349  0.92
F -1.248 2.188 -0.853  -0.55
H -1.847 -1.821 0.871  0.17
H -2.689 -0.845 -0.115  0.17
I 4.035 -0.455 -0.139  -0.12
H 4.947 0.578 -1.176  0.12

***

## three
Formula: CH3FINS
Source: OMol25
Level of theory: wB97M-V/def2-TZVPD

Properties
net charge = 0
Kohn-Sham gap (alpha / beta) = 7.64 / 7.63 eV
HOMO energy (alpha / beta) = -9.119 / -9.118 eV

Each line ends with the natural charge from an NBO analysis.
Element x y z (Å)
C 1.044 0.283 0.076  -0.48
N 0.244 -0.402 0.944  -0.67
F -1.392 -1.493 -1.044  -0.51
S -1.335 -0.921 0.530  1.13
I -2.591 1.219 0.042  -0.11
H 2.070 0.003 0.318  0.22
H 1.127 1.440 0.165  0.21
H 0.833 -0.130 -1.032  0.20

***

one is preferred energetically. Next in line: 66.9 kJ/mol higher.